(1)
59
Properties=species:S:1:pos:R:3:forces:R:3:mulliken_charge:R:1 method="wB97M-V/def2-TZVPD" orbital_gap_ev=9.3 mol_weight_g_mol=440.57 homo_ev=-8.789 e_above_lowest_ev=0.671 energy_ev=-47244.3169 lumo_energy_ev=0.477 smiles="Cc1ccc(CNC(=O)CN(c2ccc(C)cc2)S(=O)(=O)c2c(C)nn(C)c2C)cc1" spin_multiplicity=1
C -2.816142 -1.925208 3.511755 0.0 0.0 0.0 -1.751
C -2.906616 -0.822912 2.500327 0.0 0.0 0.0 0.903
C -2.580125 0.479988 2.855864 0.0 -0.1 0.0 -0.633
C -2.693202 1.512403 1.943960 -0.1 0.0 -0.1 -0.631
C -3.141260 1.266672 0.653556 -0.1 0.1 0.0 0.890
C -3.235227 2.374588 -0.363713 -0.1 -0.1 -0.1 -1.630
N -2.070195 2.363743 -1.226903 0.1 0.3 0.3 -0.037
C -2.063883 1.748034 -2.425672 0.4 0.2 0.0 0.456
O -3.057839 1.366125 -3.003085 -0.2 -0.2 -0.3 -0.685
C -0.658341 1.606804 -3.006345 -0.2 0.1 -0.6 -0.578
N 0.275731 1.232415 -1.958587 1.1 0.3 -0.2 0.289
C 0.005945 0.030360 -1.252715 -0.2 -0.6 0.6 -0.511
C 0.254812 0.018801 0.115188 -0.2 -0.1 -0.1 0.114
C 0.081053 -1.139622 0.848444 0.1 0.0 0.0 -0.907
C -0.356583 -2.307658 0.239547 0.1 0.0 -0.1 1.359
C -0.517644 -3.579735 1.015263 0.0 0.0 0.0 -1.924
C -0.632333 -2.278257 -1.122586 0.0 0.0 0.1 -0.948
C -0.452575 -1.128287 -1.866340 0.1 0.2 -0.1 -0.711
S 1.872680 1.260110 -2.558470 0.3 0.0 0.5 1.367
O 2.091594 2.590624 -3.042924 -0.1 0.1 0.1 -0.767
O 2.059106 0.173412 -3.480488 -0.1 -0.1 0.1 -0.711
C 2.817333 0.971810 -1.108749 -0.2 -0.1 -0.5 1.043
C 3.173022 1.909750 -0.114899 0.0 -0.2 0.0 0.568
C 2.870583 3.362080 -0.102347 0.1 0.1 0.1 -1.334
N 3.827108 1.298390 0.854096 0.0 0.9 0.4 -1.080
N 3.898564 0.005964 0.520077 -0.6 -0.1 -0.9 0.982
C 4.551656 -0.929994 1.387030 0.2 -0.3 0.2 -0.903
C 3.301102 -0.248535 -0.659935 0.1 0.0 -0.1 -0.550
C 3.222802 -1.598985 -1.259632 0.0 -0.1 0.0 -1.631
C -3.448329 -0.037016 0.287889 0.0 0.1 0.0 -0.261
C -3.335292 -1.066941 1.202548 0.0 0.0 0.1 -0.450
H -2.932602 -2.897655 3.041161 0.0 -0.1 0.0 0.318
H -3.601235 -1.810612 4.259337 0.0 -0.1 0.1 0.441
H -1.859823 -1.895067 4.031360 0.1 -0.1 0.1 0.341
H -2.238644 0.687076 3.860435 0.0 0.0 0.1 0.393
H -2.441898 2.521026 2.241687 0.0 0.1 0.0 0.387
H -4.102597 2.228418 -1.011766 0.1 0.1 0.1 0.453
H -3.303854 3.349955 0.125811 -0.1 -0.1 -0.1 0.430
H -1.172769 2.534381 -0.797457 0.0 -0.1 -0.1 0.288
H -0.312880 2.569359 -3.393838 -0.2 -0.1 -0.1 0.624
H -0.682094 0.894774 -3.839340 -0.1 0.1 0.1 0.353
H 0.589821 0.922249 0.601879 0.0 0.1 0.0 0.533
H 0.284731 -1.129468 1.909393 0.0 0.0 0.1 0.417
H -0.371025 -3.408959 2.078196 0.0 0.0 0.1 0.349
H -1.510185 -3.997939 0.860043 -0.1 -0.1 0.0 0.369
H 0.206817 -4.322045 0.679445 0.0 -0.1 0.0 0.395
H -0.983686 -3.175519 -1.611291 -0.1 -0.1 -0.1 0.419
H -0.656307 -1.136840 -2.924640 0.0 0.0 -0.2 0.435
H 2.717959 3.705301 -1.121681 0.0 0.1 0.1 0.331
H 3.686285 3.907291 0.364829 0.0 0.1 0.0 0.460
H 1.963742 3.551907 0.471915 -0.1 0.1 0.0 0.224
H 5.414725 -1.378647 0.891846 0.0 0.0 0.0 0.325
H 4.883446 -0.383362 2.266675 0.0 0.0 -0.1 0.292
H 3.860753 -1.720905 1.683536 0.0 0.0 0.0 0.289
H 2.563595 -2.237209 -0.670146 -0.1 -0.1 0.0 0.219
H 4.207946 -2.062096 -1.298481 0.1 -0.1 0.0 0.554
H 2.824264 -1.511945 -2.266466 0.0 -0.1 0.0 0.283
H -3.780695 -0.239076 -0.719312 -0.1 0.0 -0.2 0.427
H -3.591296 -2.073316 0.904715 0.0 -0.1 0.0 0.313

---

(2)
66
Properties=species:S:1:pos:R:3:forces:R:3:mulliken_charge:R:1 method="wB97M-V/def2-TZVPD" orbital_gap_ev=8.7 mol_weight_g_mol=340.50 homo_ev=-8.949 e_above_lowest_ev=10.311 energy_ev=-31600.6650 lumo_energy_ev=-0.298 spin_multiplicity=1
C 0.987575 -2.843245 -2.056624 0.6 -0.1 -0.9 -1.861
C 2.186913 -3.382724 -1.311456 -0.4 0.1 -0.7 0.349
C 3.200007 -2.313135 -0.999102 0.6 0.1 -0.6 -1.437
O 1.706175 -3.882809 -0.104577 0.0 -0.9 1.4 -0.640
H 0.620076 -1.941888 -1.566110 1.1 -1.5 -0.5 0.745
H 0.166169 -3.558238 -2.103305 0.2 -0.4 -0.4 0.565
H 1.291696 -2.526742 -3.054340 -0.1 -0.2 -0.3 0.593
H 2.531131 -4.258019 -1.862336 1.0 0.2 -0.3 0.377
H 2.721475 -1.500465 -0.452600 -0.1 0.0 0.0 0.144
H 3.595478 -1.898631 -1.926406 0.0 0.1 0.0 0.337
H 4.073659 -2.639629 -0.434971 -0.2 -0.3 0.1 0.449
H 1.142184 -4.593785 -0.417682 -0.2 -0.3 0.6 0.415
C 2.942973 4.629548 1.279002 -0.3 0.0 -0.3 -1.384
C 1.576784 4.040534 0.892299 1.0 0.0 0.2 0.302
C 1.643335 2.556367 0.714516 0.0 -0.3 -0.7 -0.945
O 0.568287 4.375322 1.827080 -0.4 1.4 -0.4 -0.618
H 3.142083 4.404375 2.326739 0.2 0.1 0.0 0.348
H 2.992202 5.704215 1.103648 -0.2 0.1 0.3 0.350
H 3.732109 4.216209 0.650908 0.0 -0.3 0.1 0.349
H 1.318374 4.445855 -0.085984 -0.5 0.3 0.2 0.324
H 1.823647 2.039700 1.657193 0.6 0.0 -0.2 0.383
H 2.354935 2.306160 -0.072325 0.2 -0.1 0.2 0.461
H 0.687748 2.179176 0.350245 0.3 0.7 0.0 0.251
H 0.683021 3.960794 2.685342 0.6 0.0 -0.1 0.450
C -1.711406 -0.125027 3.692741 0.8 -0.2 0.2 -1.245
C -1.630647 1.357080 3.271094 -0.5 -0.8 -0.7 0.335
C -0.431250 1.646743 2.362615 -0.5 -0.2 1.1 -1.180
O -2.842233 1.784598 2.595532 1.0 1.3 5.3 -0.750
H -2.505996 -0.375085 4.395737 -0.3 0.3 -0.2 0.340
H -0.798045 -0.415461 4.211908 0.2 0.3 0.2 0.441
H -1.698214 -0.843728 2.873359 -0.4 0.1 -0.3 -0.027
H -1.445147 1.898995 4.198459 -0.5 0.4 0.0 0.408
H -0.383227 2.732154 2.275021 -0.2 -0.6 -0.4 0.593
H -0.466167 1.182062 1.377245 -0.4 0.5 1.1 -0.473
H 0.499269 1.303280 2.814587 -0.1 -0.1 0.3 0.805
H -2.686089 1.550647 1.677660 0.7 2.2 1.3 0.640
C 0.025436 -0.108376 -0.105844 0.2 -0.3 0.7 -1.349
O 0.193495 -0.495187 -1.438111 2.3 -0.5 3.1 -1.410
H 0.052056 -0.997917 0.523528 -0.5 0.2 0.4 -0.009
H 0.844415 0.515762 0.251648 0.2 -0.6 -0.7 0.788
H -0.880802 0.494941 -0.052492 0.3 -0.7 0.3 1.379
H -0.620474 -0.919693 -1.718922 1.8 -0.3 1.4 0.869
C -3.568267 0.282953 0.986886 -2.2 -2.1 -1.3 -0.765
O -2.562750 1.161507 0.536691 0.2 -1.5 -4.2 -0.576
H -4.491829 0.860824 1.021251 -0.2 -0.4 0.3 0.397
H -3.689933 -0.512303 0.251462 -0.1 -0.2 -0.2 0.199
H -3.378752 -0.174259 1.958034 0.2 0.4 -0.6 0.213
H -2.922842 1.580564 -0.248366 0.2 0.4 -0.2 0.239
C -1.730951 -0.762194 -3.022974 -2.2 0.4 -2.9 -1.495
O -1.783862 -1.036953 -1.645371 -5.7 -0.5 -0.2 -0.217
H -2.761698 -0.737051 -3.376585 0.1 -0.4 -0.4 0.492
H -1.358088 0.213301 -3.335197 0.3 0.2 1.0 0.332
H -1.133243 -1.475143 -3.590904 -0.2 -0.4 0.3 0.287
H -2.607530 -1.459894 -1.391838 0.0 0.0 -0.2 0.412
C 1.738765 0.250015 -3.220641 0.5 -0.5 -0.3 -0.504
O 1.136583 1.127976 -2.358757 2.3 5.5 -2.4 -0.789
H 2.378515 0.704953 -3.976844 0.2 0.5 0.3 0.431
H 2.313589 -0.453662 -2.618536 0.3 -0.3 -0.5 -0.067
H 1.022515 -0.306729 -3.824882 -0.3 -0.4 -0.1 0.077
H 0.563510 0.600256 -1.797774 0.1 0.4 -0.7 0.676
C -1.097411 -3.201618 0.112684 0.0 -0.6 0.1 0.453
O -2.093530 -3.900618 -0.635979 0.0 -0.1 -0.2 -0.570
H -0.447299 -3.959920 0.549082 -0.5 0.1 0.3 0.522
H -0.421911 -2.633334 -0.526724 -0.8 -0.1 0.7 -0.823
H -1.578817 -2.606812 0.888925 0.2 0.1 0.2 0.315
H -2.727774 -3.266597 -0.978565 0.0 -0.3 0.0 0.298

---

(3)
44
Properties=species:S:1:pos:R:3:forces:R:3:mulliken_charge:R:1 method="wB97M-V/def2-TZVPD" orbital_gap_ev=7.7 mol_weight_g_mol=454.75 homo_ev=-7.596 e_above_lowest_ev=0.644 energy_ev=-144562.8336 lumo_energy_ev=0.088 spin_multiplicity=1
Zn 2.387933 1.404475 -0.410411 0.7 -0.9 0.2 -0.110
N 3.056947 3.714661 3.101502 0.3 -0.3 0.1 -0.398
C 2.721924 3.007528 2.011888 -1.3 -0.3 -1.5 0.512
S 4.046924 2.064863 1.174501 -1.6 0.7 0.0 -0.382
N 1.431985 3.116316 1.646973 2.4 0.7 1.3 -0.986
N 1.141255 2.560136 0.461590 -3.0 0.5 -1.1 0.965
C 0.005403 2.925251 -0.104390 0.0 1.8 1.3 -0.292
C -0.590325 2.328467 -1.271761 0.3 -0.9 -0.6 0.331
C -1.963916 2.572888 -1.566533 0.2 -0.6 0.2 -0.814
C -2.652920 1.937718 -2.594455 -0.3 1.4 0.4 -0.555
C -1.976419 1.142777 -3.501122 1.3 -0.3 0.5 -0.483
C -0.622856 0.940223 -3.241479 0.7 -1.1 0.2 -0.343
C 0.123324 1.389094 -2.111017 -1.4 0.6 -0.2 0.883
O 1.343960 0.912314 -1.931938 -0.3 0.5 -0.1 -0.710
H 4.027307 3.751883 3.358331 -0.2 0.1 0.3 0.204
H 2.305598 4.144953 3.625566 0.4 0.1 -0.1 0.241
H -0.577747 3.869073 0.306554 1.2 -2.2 -0.3 0.210
H -2.579622 3.161536 -0.884014 0.5 0.1 -0.1 0.318
H -3.694762 2.222800 -2.707024 0.0 -0.4 -0.1 0.370
H -2.465943 0.626742 -4.329450 0.2 0.3 0.2 0.412
H -0.031786 0.208963 -3.780578 -0.2 0.1 -0.6 0.475
C 2.497072 -1.358604 2.848728 1.9 0.5 -0.8 -1.075
As 1.609608 -0.911894 1.121183 -1.4 -1.2 1.4 0.413
C -0.095557 -0.457454 2.113299 1.2 -0.6 -0.7 -1.125
C 0.894966 -2.777828 0.526802 0.8 1.1 0.0 -1.329
C -0.387865 -2.766472 -0.214031 -2.2 0.2 -0.7 0.433
C -1.562216 -3.331532 0.428060 2.1 1.0 -1.8 -0.390
C -2.734980 -3.349956 -0.308539 0.3 1.0 -1.0 -0.678
C -2.779063 -2.863255 -1.658997 -0.5 -0.6 0.9 -0.263
C -1.667493 -2.332867 -2.299147 -0.1 0.3 0.4 -0.738
C -0.526634 -2.198277 -1.517767 0.2 -1.1 1.5 -0.008
H 2.683376 -0.356349 3.291593 -0.2 -0.6 -0.1 0.292
H 3.529151 -1.796634 2.686842 -1.2 0.3 0.2 0.344
H 1.906713 -1.979501 3.516919 -0.1 0.0 -0.2 0.378
H -0.297583 -1.271664 2.831965 0.1 0.6 -0.2 0.438
H -0.792239 -0.516773 1.304017 -0.9 0.3 -0.2 0.297
H -0.007849 0.538280 2.536186 -0.2 0.0 0.1 0.375
H 0.757255 -3.391954 1.407239 0.4 0.0 0.3 0.496
H 1.696768 -3.169904 -0.093120 0.1 -0.2 0.0 0.481
H -1.366531 -3.673208 1.441767 -0.8 -0.2 -0.1 0.303
H -3.670500 -3.588234 0.155902 -0.3 -0.5 0.1 0.378
H -3.756788 -2.881615 -2.136994 0.3 -0.1 -0.1 0.338
H -1.648245 -1.938994 -3.344643 -0.3 -0.4 1.1 0.359
H 0.282370 -1.627972 -1.889995 1.0 0.3 -0.5 0.434

---

(4)
19
Properties=species:S:1:pos:R:3:forces:R:3:mulliken_charge:R:1 method="wB97M-V/def2-TZVPD" orbital_gap_ev=8.6 mol_weight_g_mol=120.22 homo_ev=-7.814 e_above_lowest_ev=0.824 energy_ev=-18157.1942 lumo_energy_ev=0.806 smiles=CNC[C@@H](N)CS spin_multiplicity=1
C 2.366153 -1.302691 -1.403717 0.2 0.8 1.5 -0.852
N 1.513975 -0.258368 -0.876856 -0.6 0.9 -0.6 -0.199
C 0.773030 -0.182438 0.353948 1.4 -0.7 0.3 -0.823
C -0.479387 0.684656 0.261105 0.4 -0.1 0.7 0.238
N -1.267063 0.428314 -0.918167 0.0 0.4 -0.4 -0.576
C -1.254812 0.514945 1.585802 -1.4 0.6 -1.1 -0.919
S -2.730301 1.651303 1.619596 0.0 -0.2 0.1 -0.231
H 2.072555 -1.566359 -2.413280 0.1 -0.4 -0.1 0.285
H 2.377280 -2.129438 -0.690502 -0.4 -0.4 -0.4 0.305
H 3.409101 -0.959307 -1.363980 0.0 -0.1 -0.5 0.247
H 1.182672 0.417766 -1.545519 0.0 -0.3 -0.1 0.227
H 0.583603 -1.178727 0.779949 -0.4 -0.1 -0.4 0.380
H 1.423389 0.269989 1.121560 -0.3 0.2 0.2 0.236
H -0.106045 1.708688 0.176980 -0.2 0.1 0.0 0.299
H -1.852868 1.226594 -1.131223 0.0 0.0 0.1 0.278
H -1.885792 -0.353911 -0.808173 -0.1 -0.5 0.1 0.227
H -1.737938 -0.458749 1.560931 0.5 -0.3 0.4 0.374
H -0.696887 0.700042 2.495404 0.2 -0.2 0.0 0.385
H -3.690666 0.787688 1.196139 0.5 0.2 0.1 0.119

---

(5)
53
Properties=species:S:1:pos:R:3:forces:R:3:mulliken_charge:R:1 method="wB97M-V/def2-TZVPD" orbital_gap_ev="4.5 / 7.0" mol_weight_g_mol=525.56 homo_ev="-17.167 / -17.168" total_charge=+3 energy_ev=-66622.3789 lumo_energy_ev="-12.716 / -10.143" spin_multiplicity=7
Eu -0.834375 0.166011 -0.075335 0.7 -0.1 0.5 1.337
S -2.061032 2.697523 -0.876678 -0.2 -0.6 -0.3 0.004
S -2.004395 -2.445339 -0.603429 -0.1 0.3 -0.2 0.050
C -3.865829 2.490136 -1.029831 -0.3 0.0 0.4 -0.857
C -1.568784 2.496659 -2.626419 0.1 0.2 -0.1 -0.863
C -2.009744 1.206456 -3.294170 0.2 0.3 -0.3 -0.801
N -1.444846 0.018431 -2.617980 0.5 0.1 0.9 0.014
C -2.035228 -1.228501 -3.154150 0.2 -0.3 -0.4 -0.867
C -1.550262 -2.439631 -2.376379 -0.1 -0.1 -0.1 -0.643
H -0.472956 2.583333 -2.654379 -0.2 0.2 0.0 0.396
H -2.008632 3.354918 -3.142992 0.3 -0.1 -0.1 0.515
H -1.657340 1.214903 -4.339030 -0.3 0.1 0.2 0.399
H -3.102031 1.126079 -3.314905 0.3 -0.1 0.0 0.421
H -1.731214 -1.339485 -4.212635 -0.3 -0.1 0.4 0.400
H -3.128948 -1.156690 -3.134305 0.3 0.1 0.0 0.435
H -0.456223 -2.520259 -2.446580 -0.2 -0.2 0.1 0.296
H -1.992273 -3.356121 -2.783072 0.2 0.1 -0.1 0.514
C -3.821147 -2.424163 -0.739338 -0.2 0.2 0.2 -0.887
H -0.436399 -0.006150 -2.838049 -0.4 0.0 -0.4 0.443
H -4.190674 -1.589462 -1.350966 0.2 -0.3 0.2 0.226
H -4.195142 -2.312834 0.284464 0.0 -0.1 -0.2 0.432
H -4.145859 -3.387204 -1.153216 0.1 0.3 0.1 0.374
H -4.251009 2.384474 -0.006592 0.0 0.2 -0.3 0.403
H -4.147915 1.598623 -1.598481 0.2 0.2 0.1 0.238
H -4.288486 3.391958 -1.494896 0.2 -0.3 0.2 0.367
C 4.107296 0.268817 -1.935816 -0.1 0.0 0.5 -0.613
C 4.151224 0.323376 -0.594651 -0.2 0.0 -0.6 -0.403
H 4.088050 1.177327 -2.549548 0.1 -0.4 0.3 0.284
H 4.125995 -0.687264 -2.471323 0.0 0.4 0.2 0.277
H 4.181890 1.274933 -0.054016 0.0 -0.3 -0.2 0.267
H 4.187273 -0.587429 0.010427 0.1 0.3 -0.2 0.222
C 2.229167 -3.223724 1.091733 -0.1 0.3 -0.1 -0.908
C 1.497207 -2.311484 0.322839 -0.2 0.4 0.6 -0.298
N 1.153857 -1.101888 0.795435 -1.0 0.3 -0.5 -0.187
C 1.555457 -0.696867 2.034919 0.5 -0.3 0.3 -0.210
C 2.355331 -1.549622 2.854274 -0.5 0.8 -0.7 1.266
C 2.654796 -2.837023 2.353644 0.1 -0.1 -0.2 -0.537
C 2.844696 -1.037814 4.096247 0.0 0.6 0.7 -0.977
C 2.551752 0.237089 4.521003 0.4 -0.8 0.1 -1.012
C 1.711617 1.104952 3.759422 -0.5 -0.3 -1.3 1.280
C 1.355458 2.418014 4.153788 -0.1 0.0 0.0 -0.502
C 0.493740 3.177973 3.383728 -0.1 -0.1 -0.4 -0.904
C 0.027531 2.646725 2.166463 0.4 -0.5 0.4 -0.015
N 0.391714 1.424415 1.747227 -1.0 -0.4 -0.8 -0.197
C 1.195787 0.633420 2.509179 0.5 0.2 0.8 0.184
H 2.437447 -4.203978 0.672030 0.1 0.2 0.2 0.458
H 1.141971 -2.553539 -0.686190 0.3 0.0 0.4 0.508
H 3.256574 -3.513854 2.962078 -0.2 0.1 -0.1 0.488
H 3.473695 -1.690171 4.707135 -0.2 0.3 -0.2 0.441
H 2.956153 0.610340 5.463866 -0.1 -0.2 -0.3 0.431
H 1.769397 2.812973 5.080947 -0.2 0.0 -0.2 0.474
H 0.157802 4.171439 3.679232 0.2 -0.3 0.0 0.431
H -0.652140 3.189185 1.505288 0.3 0.0 0.4 0.406

---

(6)
20
Properties=species:S:1:pos:R:3:forces:R:3:mulliken_charge:R:1 method="wB97M-V/def2-TZVPD" orbital_gap_ev=9.4 mol_weight_g_mol=112.17 homo_ev=-8.489 e_above_lowest_ev=2.340 energy_ev=-9498.4783 lumo_energy_ev=0.878 smiles="C=CC(=C)O.C=CC" spin_multiplicity=1
C -0.287717 0.405867 2.377746 0.1 0.4 -0.1 -0.708
C -1.391537 0.808201 1.723606 0.5 -1.0 0.8 -0.325
C -1.362077 1.640197 0.545069 -1.8 0.4 -1.6 1.063
C -2.306941 1.696176 -0.451417 1.8 0.0 1.2 -1.125
O -0.262971 2.430601 0.452360 0.1 0.4 -1.6 -0.459
H -0.384393 -0.299702 3.215856 0.1 0.4 -0.4 0.261
H 0.735419 0.764141 2.104676 -1.1 -0.4 0.2 0.226
H -2.361285 0.401816 2.006410 0.2 0.1 -0.1 0.299
H -1.999686 2.284832 -1.293003 -0.2 0.5 -0.5 0.190
H -3.219046 1.159432 -0.599010 -0.2 -0.4 0.6 0.294
H -0.326682 2.806829 -0.469705 0.5 -0.3 1.5 0.287
C 2.216271 -0.401121 -0.874550 -0.3 2.1 -0.8 -0.707
C 1.824679 -1.641998 -0.748340 0.0 -0.6 -0.4 0.057
C 0.678528 -2.375363 -1.415299 1.5 0.3 2.2 -1.046
H 1.582732 0.265533 -1.489724 0.5 -0.1 0.3 0.165
H 3.125984 0.061881 -0.430656 -0.9 -0.7 -0.2 0.258
H 2.450152 -2.224428 -0.134227 0.7 -1.1 0.7 0.332
H -0.074470 -1.705814 -1.690386 -1.2 0.8 -0.9 0.330
H 0.315320 -3.054924 -0.668291 -0.7 -0.3 0.5 0.288
H 1.047718 -3.022157 -2.161114 0.3 -0.4 -1.4 0.320